Computed, not measured: one molecule with the formula C3H5N3O, with ωB97M-V/def2-TZVPD.

Properties
SMILES: Nc1nc(O)c[nH]1
Frontier orbital gap: 8.682 eV
Largest force on an atom: 0.0046 Eh/bohr
Electronic energy: -356.83878 a.u.
ΔE to the lowest compared entry with this formula, charge and spin: 0.506 eV
LUMO energy: 0.9 eV
Highest occupied orbital energy: -7.78 eV

Geometry as ORCA input:
```
! wB97M-V def2-TZVPD RIJCOSX def2/J DEFGRID3
* xyz 0 1
C 1.318 -0.144 -0.277
N -0.476 1.069 -0.103
C -0.732 -0.204 0.280
H -2.719 -0.448 0.069
O 2.562 -0.620 -0.502
N 0.324 -0.978 0.170
H 1.336 2.010 -0.878
N -1.989 -0.574 0.761
H -1.980 -1.540 1.068
H 2.526 -1.559 -0.274
H -1.047 1.859 0.149
C 0.875 1.129 -0.463
*
```